No. 1
Below is a structure of composition C49H61BrN4OPbSiTe, with properties calculated with ωB97M-V/def2-TZVPD.

Summary:
frontier orbital gap	6.786	eV
highest occupied orbital energy	-7.691	eV

```
119
Properties=species:S:1:pos:R:3:forces:R:3
Pb 7.900 -25.717 -0.243 -0.779 -0.365 -0.521
C 7.692 -21.729 6.596 -0.551 -0.625 -0.513
C 7.070 -20.904 5.413 1.664 -0.068 0.945
C 8.025 -19.737 5.088 0.577 0.353 -0.772
C 5.753 -20.331 5.983 -0.690 -1.160 -0.987
C 7.038 -21.812 4.167 -1.675 0.122 0.341
C 8.166 -22.502 3.770 0.172 0.112 -0.220
C 8.120 -23.339 2.676 -2.310 0.250 -0.831
Br 9.647 -24.215 2.122 1.166 -0.592 -0.390
C 6.932 -23.508 1.897 -0.468 1.159 0.987
O 6.819 -24.167 0.771 0.647 -0.618 -0.785
C 5.743 -22.816 2.304 0.637 0.305 1.392
C 5.825 -21.992 3.458 1.566 -0.698 -0.495
C 4.427 -23.014 1.534 0.417 1.195 0.395
C 4.541 -22.455 0.102 1.180 -0.232 -0.851
C 3.363 -22.136 2.198 -1.144 -0.224 0.521
C 4.015 -24.494 1.516 -0.844 1.390 -0.214
H 7.697 -21.236 7.568 -0.302 0.258 -0.098
H 8.705 -22.039 6.423 0.723 0.149 -0.359
H 7.169 -22.694 6.671 -0.208 0.354 0.226
H 8.228 -19.108 5.952 0.044 -0.079 0.276
H 7.559 -19.077 4.350 -0.067 -0.040 -0.047
H 9.017 -20.021 4.628 -1.051 -0.065 0.641
H 5.984 -19.635 6.792 -0.058 -0.029 -0.152
H 5.165 -21.192 6.406 0.330 0.899 -0.335
H 5.127 -19.831 5.202 0.486 -0.195 0.682
H 9.130 -22.358 4.234 -0.001 -0.006 0.306
H 5.003 -21.441 3.871 -0.360 -0.075 -0.319
H 5.424 -21.760 -0.017 -0.908 -0.628 0.183
H 3.639 -21.916 -0.176 -0.001 -0.058 -0.057
H 4.684 -23.284 -0.621 -0.052 0.488 0.273
H 3.419 -21.071 2.020 0.799 0.414 -0.284
H 3.327 -22.218 3.285 -0.210 -0.425 -0.078
H 2.361 -22.339 1.800 0.132 -0.494 0.064
H 4.705 -25.023 0.909 0.396 -0.654 -0.599
H 2.995 -24.527 1.105 0.263 -0.341 0.047
H 4.032 -24.907 2.499 -0.165 -0.349 0.796
C 6.228 -26.925 -1.126 1.193 -0.439 0.463
Si 7.016 -28.395 -1.962 0.312 -0.467 0.005
C 8.499 -28.995 -0.898 -0.387 1.050 -0.011
N 9.372 -27.864 -0.492 0.752 0.178 -0.393
C 10.102 -28.034 0.806 0.578 -2.298 0.095
C 11.554 -28.655 0.605 -0.917 0.787 -0.488
C 11.675 -29.447 -0.686 0.188 -1.119 0.766
C 11.367 -28.621 -1.910 -1.033 0.483 0.058
C 10.379 -27.494 -1.554 -1.141 0.342 -0.300
C 5.796 -29.789 -2.076 -1.146 -0.348 1.463
C 5.139 -30.360 -0.929 0.642 0.132 -1.781
C 4.083 -31.237 -1.106 -0.056 -0.138 0.973
C 3.605 -31.601 -2.334 0.253 -0.175 -1.739
C 4.272 -31.084 -3.452 -0.873 0.023 0.650
C 5.287 -30.147 -3.312 -0.067 -0.544 -0.182
C 7.617 -27.974 -3.700 -0.560 -0.410 1.335
C 8.575 -28.746 -4.318 0.333 0.677 -0.675
C 9.051 -28.413 -5.561 0.002 0.254 -1.076
C 8.516 -27.292 -6.211 -0.120 0.006 -0.524
C 7.453 -26.569 -5.667 1.192 -1.178 0.198
C 7.035 -26.950 -4.393 -1.749 2.140 -0.287
H 5.576 -27.277 -0.319 -0.067 0.441 -0.226
H 5.789 -26.261 -1.840 -0.726 0.342 -0.225
H 8.997 -29.869 -1.328 0.223 0.163 0.049
H 8.043 -29.296 0.026 -0.416 -0.573 0.521
H 9.496 -28.619 1.581 0.652 0.706 -1.416
H 10.295 -27.086 1.231 -0.227 1.252 0.473
H 11.850 -29.250 1.452 -0.022 -0.214 0.389
H 12.252 -27.818 0.537 0.086 0.054 0.160
H 11.067 -30.360 -0.571 -0.176 0.394 -0.387
H 12.677 -29.850 -0.763 0.374 0.003 -0.001
H 11.004 -29.250 -2.725 -0.089 0.128 0.040
H 12.239 -28.108 -2.276 0.608 0.032 -0.183
H 9.859 -27.080 -2.469 0.358 -0.750 0.943
H 10.888 -26.628 -1.129 0.370 -0.058 -0.025
H 5.473 -30.161 0.064 0.176 0.284 0.582
H 3.603 -31.697 -0.267 -0.080 0.089 0.692
H 2.750 -32.299 -2.465 0.775 0.590 0.225
H 3.914 -31.353 -4.420 -0.048 -0.081 -0.620
H 5.697 -29.706 -4.198 0.208 0.105 -0.411
H 9.003 -29.569 -3.838 0.470 -1.285 0.821
H 9.779 -29.053 -6.079 -0.215 0.455 0.349
H 8.882 -27.001 -7.198 -0.015 -0.194 0.248
H 7.027 -25.784 -6.259 -0.338 0.371 0.129
H 6.181 -26.374 -3.939 0.919 -0.641 -0.403
N 7.397 -26.882 1.743 1.505 1.586 -1.148
C 6.766 -27.663 2.292 -0.925 -1.060 0.818
C 5.995 -28.584 2.951 0.173 -0.437 0.949
C 4.637 -28.689 2.602 -0.455 -0.109 -0.494
N 3.559 -28.753 2.192 0.085 0.002 0.188
C 6.565 -29.220 4.097 1.013 -0.520 1.029
N 7.153 -29.679 4.997 -1.073 0.636 -1.407
C 0.932 -25.047 -1.746 -1.757 -0.326 1.115
Te 1.934 -25.819 -3.461 0.120 0.430 -0.060
C 2.443 -23.762 -3.882 -1.169 0.244 0.202
C 1.846 -22.933 -2.730 0.593 0.145 0.729
C 2.195 -21.578 -2.613 -0.726 -0.332 0.268
C 1.748 -20.790 -1.532 0.460 -0.557 -1.800
C 0.900 -21.358 -0.630 -0.836 0.351 0.970
C 0.586 -22.697 -0.691 0.965 -0.496 -0.814
C 1.076 -23.530 -1.693 1.128 -0.026 -1.253
H 1.341 -25.546 -0.838 -0.235 0.477 -0.576
H -0.174 -25.325 -1.795 1.427 0.282 0.026
H 1.953 -23.431 -4.812 0.343 -0.287 0.186
H 3.521 -23.685 -3.980 0.019 0.232 0.121
H 2.759 -21.142 -3.424 0.312 0.186 0.088
H 2.068 -19.772 -1.485 -0.026 0.539 0.134
H 0.408 -20.799 0.175 0.574 0.038 -0.250
H 0.121 -23.083 0.161 -1.109 -0.859 0.920
C 7.124 -23.449 -2.739 -0.257 -0.749 -0.360
C 8.389 -23.153 -1.969 1.088 0.016 1.358
C 9.334 -22.292 -2.812 -0.869 -0.084 -0.247
C 9.172 -24.405 -1.590 -0.297 -0.390 0.311
H 6.700 -22.494 -2.963 -0.090 0.773 -1.102
H 6.240 -23.828 -2.175 0.993 -0.708 -0.094
H 7.419 -24.078 -3.671 -0.939 1.092 1.444
H 8.277 -22.586 -1.012 -0.693 -0.330 -0.705
H 9.624 -22.783 -3.731 0.125 -0.304 -0.307
H 10.207 -22.067 -2.247 0.821 0.299 0.383
H 8.836 -21.369 -3.094 -0.023 0.237 0.025
H 10.074 -24.238 -1.012 0.139 0.252 -0.082
H 9.383 -24.997 -2.476 0.045 -0.241 -0.006
```
Positions in Å, forces in eV/Å.

No. 2
Below is a structure of composition C20H12F12INO2OsSbSe4, with properties calculated with ωB97M-V/def2-TZVPD.

Summary:
total charge	-1
spin multiplicity	5
frontier orbital gap (spin up / spin down)	6.127 / 4.222	eV
expectation value of S²	6.0534
highest occupied orbital energy (spin up / spin down)	-5.086 / -5.187	eV

```
54
Properties=species:S:1:pos:R:3:forces:R:3
Os -0.086 0.683 0.042 2.733 -2.002 0.592
C -5.218 -1.671 -3.734 0.014 0.081 0.109
C -4.134 -1.478 -2.708 0.056 -0.032 -0.034
C -4.419 -1.510 -1.347 -0.007 0.000 0.034
C -3.414 -1.365 -0.418 0.175 0.005 0.030
C -2.076 -1.180 -0.801 -0.214 -0.013 -0.012
N -1.077 -1.032 0.188 -0.110 -0.306 -0.045
C -1.090 -1.897 1.279 0.074 -0.244 0.087
C -1.594 -3.203 1.117 0.023 0.220 -0.054
C -1.761 -4.061 2.180 -0.045 -0.063 -0.004
C -1.422 -3.673 3.470 0.014 0.046 0.047
C -1.649 -4.571 4.657 0.125 0.019 -0.080
C -0.817 -2.436 3.625 -0.033 -0.152 -0.143
C -0.607 -1.557 2.564 0.006 0.260 -0.101
C 0.221 -0.282 2.785 0.156 -0.061 -0.068
O -0.165 0.818 2.057 0.155 -0.266 -0.765
C 0.196 0.222 4.256 -0.062 0.199 0.217
F 0.709 1.451 4.358 -0.070 -0.235 0.004
F -1.060 0.277 4.727 0.160 -0.056 -0.079
F 0.911 -0.567 5.098 -0.082 0.095 -0.121
C 1.710 -0.649 2.441 0.293 -0.005 0.062
F 2.074 -1.867 2.863 -0.069 0.128 0.019
F 2.605 0.220 2.923 -0.181 -0.031 -0.103
F 1.876 -0.655 1.084 -0.189 -0.046 0.084
C -1.797 -1.034 -2.168 0.114 -0.026 0.039
C -2.826 -1.226 -3.089 -0.116 0.033 0.058
C -0.375 -0.693 -2.644 -0.003 -0.108 0.091
O 0.298 0.235 -1.879 -0.103 0.086 0.768
C -0.367 -0.060 -4.068 0.158 0.021 -0.113
F -0.628 -0.955 -5.055 0.019 0.127 0.130
F 0.823 0.478 -4.351 -0.240 -0.088 0.007
F -1.279 0.917 -4.157 0.081 -0.032 -0.031
C 0.452 -2.013 -2.689 0.147 -0.275 0.190
F 0.778 -2.403 -1.445 -0.053 0.040 -0.255
F -0.236 -3.030 -3.252 0.096 0.184 0.033
F 1.600 -1.890 -3.374 -0.131 0.040 0.060
H -5.927 -2.431 -3.404 -0.017 -0.003 -0.049
H -4.799 -1.979 -4.692 -0.023 0.010 -0.022
H -5.772 -0.742 -3.885 -0.014 -0.024 -0.048
H -5.441 -1.639 -1.007 0.003 -0.028 -0.026
H -3.647 -1.386 0.638 0.023 -0.040 0.046
H -1.862 -3.531 0.123 -0.054 0.031 -0.039
H -2.166 -5.051 1.999 -0.017 0.011 0.018
H -2.340 -5.377 4.407 -0.014 -0.005 0.040
H -2.060 -4.008 5.496 -0.023 -0.038 0.017
H -0.711 -5.023 4.990 -0.033 -0.021 0.031
H -0.491 -2.166 4.617 0.025 0.025 0.019
H -2.613 -1.168 -4.146 -0.028 -0.026 -0.002
Se -2.613 5.468 -2.469 0.060 0.574 -0.967
Sb -2.615 4.329 -0.359 -0.270 -0.026 2.239
Se -2.643 5.695 1.646 0.179 -0.117 -0.867
Se -4.537 2.684 -0.259 -0.076 0.106 -0.276
Se -1.814 1.956 -0.197 -3.696 1.227 -0.745
I 1.193 2.947 -0.218 1.083 0.801 -0.022
```
Positions in Å, forces in eV/Å.

No. 3
Below is a structure of composition C8H15NO, with properties calculated with ωB97M-V/def2-TZVPD.

Summary:
frontier orbital gap	10.340	eV
highest occupied orbital energy	-9.519	eV

```
25
Properties=species:S:1:pos:R:3:forces:R:3
C -5.722 -1.783 -2.753 -0.174 0.076 0.112
C -4.377 -2.204 -3.333 0.080 -0.061 -0.288
C -3.266 -2.279 -2.289 -0.055 0.094 0.237
C -1.932 -2.714 -2.888 -0.023 0.171 -0.077
C -0.822 -2.894 -1.866 -0.021 -0.796 1.241
C -0.813 -4.150 -1.016 -0.465 -0.298 0.069
C 0.203 -3.991 -2.098 0.277 0.193 -0.026
C -0.360 -1.664 -1.218 1.121 4.623 -3.200
N -0.006 -0.527 -1.434 -1.776 -2.962 0.919
H -6.055 -2.490 -1.978 0.080 0.188 -0.192
H -5.657 -0.786 -2.291 -0.024 -0.264 -0.113
H -6.498 -1.745 -3.529 0.207 -0.008 0.217
H -4.478 -3.187 -3.821 0.025 0.217 0.098
H -4.080 -1.498 -4.126 -0.064 -0.166 0.187
H -3.150 -1.295 -1.806 -0.009 -0.241 -0.082
H -3.556 -2.991 -1.499 0.064 0.176 -0.144
H -2.065 -3.681 -3.398 0.088 0.192 0.111
H -1.608 -1.986 -3.647 -0.045 -0.190 0.157
H -0.477 -4.085 0.020 -0.149 0.121 -0.357
H -1.655 -4.823 -1.183 0.326 0.076 0.051
H 0.084 -4.563 -3.018 0.053 0.217 0.252
H 1.234 -3.792 -1.806 -0.301 -0.110 -0.172
O 1.175 -1.819 0.187 -0.391 1.958 0.162
H 1.669 -2.609 -0.053 0.982 0.670 -0.330
H 1.155 -0.729 -0.416 0.193 -3.875 1.169
```
Positions in Å, forces in eV/Å.

No. 4
Below is a structure of composition C20H13BrCl5KN4OS, with properties calculated with ωB97M-V/def2-TZVPD.

Summary:
frontier orbital gap (spin up / spin down)	6.148 / 5.935	eV
highest occupied orbital energy (spin up / spin down)	-6.575 / -6.471	eV

```
46
Properties=species:S:1:pos:R:3:forces:R:3
K -1.393 -0.920 -0.821 0.156 0.063 0.003
C 6.918 2.082 -0.820 0.006 0.005 0.009
N 5.701 2.865 -0.791 0.004 -0.008 -0.002
C 5.532 4.129 -1.334 0.011 0.003 0.011
C 4.261 4.498 -1.110 -0.019 -0.008 -0.022
N 3.652 3.453 -0.424 0.045 -0.018 -0.093
C 4.546 2.429 -0.222 -0.019 0.065 0.041
S 4.283 0.993 0.577 -0.001 -0.037 -0.019
C 2.295 3.411 -0.037 -0.132 -0.111 -0.139
C 1.802 4.253 0.874 0.255 0.012 -0.029
C 0.484 4.537 1.420 0.009 0.062 0.086
C -0.783 4.148 1.536 -0.007 0.296 -0.034
C 0.628 1.698 -0.647 0.309 -0.657 -0.935
N 1.537 2.431 -0.676 -0.476 0.261 0.917
H 7.754 2.744 -1.035 -0.002 0.000 -0.007
H 6.857 1.304 -1.580 -0.004 -0.006 0.006
H 7.058 1.607 0.149 0.004 0.005 0.002
H 6.333 4.649 -1.826 -0.001 -0.003 -0.004
H 3.720 5.388 -1.375 -0.001 0.000 0.004
H 2.577 4.883 1.296 -0.021 0.037 -0.048
H 0.534 5.448 2.030 -0.055 -0.019 0.055
H -0.675 1.727 2.073 -0.160 0.082 -0.105
H -1.658 0.956 0.626 -0.286 0.461 0.049
Cl -1.506 2.309 0.956 0.754 -0.177 0.106
C -2.348 3.199 -0.680 -0.096 -0.356 0.402
C -3.054 2.299 2.349 -0.454 -0.025 -0.226
C -4.002 1.572 1.730 -0.023 -0.010 0.222
Cl -5.404 1.506 2.795 -0.004 0.025 0.007
C -4.141 0.764 0.512 0.218 0.026 -0.050
Cl -4.657 -0.874 0.803 0.070 -0.009 0.061
C -3.887 1.171 -0.745 0.028 0.070 0.167
Cl -4.102 0.035 -2.069 0.016 -0.036 -0.004
C -3.366 2.473 -1.137 -0.050 0.238 -0.325
Cl -4.227 3.178 -2.538 -0.026 -0.045 0.037
O -0.383 -3.522 5.739 0.002 -0.001 0.004
C -0.634 -2.805 4.629 -0.003 -0.002 -0.011
C -0.468 -1.427 4.549 -0.010 0.003 0.017
C -0.756 -0.795 3.358 -0.089 0.058 -0.026
N -1.189 -1.430 2.259 0.083 -0.126 -0.070
C -1.337 -2.734 2.383 -0.032 0.044 0.003
Br -1.975 -3.655 0.840 -0.017 -0.174 -0.073
C -1.088 -3.490 3.508 -0.002 0.010 0.012
H -0.084 -2.943 6.450 0.000 0.000 0.001
H -0.124 -0.850 5.398 -0.003 0.001 0.001
H -0.652 0.280 3.273 0.028 0.000 -0.002
H -1.236 -4.559 3.530 -0.002 0.000 0.001
```
Positions in Å, forces in eV/Å.

Here are the calculated max |F| numbers, same order: 2.8; 4.0; 5.7; 1.2 (eV Å⁻¹).